Record 1
ORCA calculation (ωB97M-V with the def2-TZVPD basis set) on a cluster of 2 separate species, C5H12S in total.

```
! RIJCOSX wB97M-V def2-TZVPD def2/J DEFGRID3
* xyz 0 1
C -2.01 -1.41 0.17
C -2.04 -0.17 -0.74
S -2.89 1.22 0.08
H -2.99 -1.90 0.33
H -1.50 -1.23 1.11
H -1.38 -2.23 -0.22
H -0.99 0.07 -0.90
H -2.41 -0.41 -1.80
H -1.90 1.47 0.99
C 1.63 1.40 0.62
C 1.98 -0.05 0.35
C 2.66 -0.39 -0.76
H 1.67 1.51 1.69
H 2.33 2.10 0.19
H 0.66 1.72 0.26
H 1.54 -0.63 1.15
H 2.65 -1.44 -1.01
H 2.99 0.36 -1.49
*
```

**Energy above the lowest of the compared OMol25 structures with the same formula, charge and spin**: 126.4 kJ/mol
**LUMO energy**: 0.90 eV
**SMILES**: C=CC.CCS



Record 2
ORCA calculation (ωB97M-V with the def2-TZVPD basis set) on a cluster of 12 separate species, C38H68N3O46S12 in total.

```
! RIJCOSX wB97M-V def2-TZVPD def2/J DEFGRID3
* xyz 0 2
C -1.76 1.19 0.72
C -1.96 0.73 -0.37
C -2.10 -0.22 -1.57
C -1.84 -1.75 -1.18
C -3.13 -2.21 -0.37
C -3.87 -3.49 -0.90
S -4.79 -3.28 -2.47
C -5.27 -1.56 -2.72
N -6.13 -0.76 -2.09
N -6.05 0.44 -2.74
C -5.15 0.30 -3.72
O -4.63 -0.97 -3.77
C -0.62 -1.90 -0.14
C 0.80 -1.65 -0.77
C 1.17 -0.11 -0.89
C 1.83 -2.19 0.34
N 1.09 -2.44 -1.98
O 2.26 -2.21 -2.47
C 0.02 -2.45 -2.99
C 0.14 -1.27 -4.07
C 0.29 -3.77 -3.87
C -1.45 -2.65 -2.43
H -1.61 1.51 1.76
H -3.16 -0.12 -1.92
H -1.45 0.14 -2.40
H -3.89 -1.39 -0.32
H -2.84 -2.41 0.69
H -4.63 -3.78 -0.12
H -3.15 -4.34 -0.95
H -4.81 1.08 -4.44
H -0.64 -3.00 0.13
H -0.80 -1.35 0.81
H 0.99 0.34 0.13
H 0.50 0.45 -1.59
H 2.24 0.04 -1.15
H 1.48 -1.93 1.37
H 2.79 -1.63 0.20
H 2.05 -3.28 0.21
H 1.11 -1.47 -4.60
H -0.66 -1.35 -4.84
H 0.25 -0.26 -3.61
H -0.67 -4.03 -4.40
H 0.62 -4.60 -3.21
H 1.06 -3.57 -4.66
H -1.54 -3.76 -2.24
H -2.15 -2.38 -3.26
C 3.07 2.70 3.49
C 1.76 3.43 3.70
O 0.76 2.56 3.14
S 1.22 1.03 3.34
O 0.57 0.51 4.49
O 1.17 0.38 2.07
O 2.76 1.31 3.71
H 3.42 2.81 2.46
H 3.84 3.04 4.17
H 1.74 4.40 3.21
H 1.54 3.55 4.76
C 8.68 3.09 5.25
C 7.69 2.39 6.16
O 6.86 3.44 6.66
S 6.72 4.59 5.54
O 5.50 4.39 4.84
O 7.06 5.84 6.13
O 7.93 4.11 4.59
H 9.48 3.57 5.82
H 9.12 2.41 4.51
H 8.18 1.86 6.97
H 7.06 1.70 5.60
C -6.21 -0.49 1.21
C -7.02 -1.74 1.50
O -6.41 -2.32 2.66
S -5.82 -1.14 3.58
O -6.77 -0.85 4.61
O -4.45 -1.42 3.86
O -5.89 0.06 2.49
H -5.28 -0.74 0.71
H -6.76 0.23 0.62
H -7.01 -2.44 0.67
H -8.05 -1.49 1.76
C -4.33 -1.09 -8.94
C -5.14 -2.34 -8.66
O -4.55 -2.91 -7.49
S -3.99 -1.72 -6.55
O -4.95 -1.44 -5.54
O -2.63 -1.99 -6.24
O -4.05 -0.53 -7.65
H -3.38 -1.33 -9.42
H -4.88 -0.37 -9.55
H -5.10 -3.05 -9.49
H -6.18 -2.10 -8.43
C -4.80 -7.00 -5.24
C -5.61 -8.25 -4.93
O -4.99 -8.81 -3.77
S -4.39 -7.62 -2.86
O -5.33 -7.33 -1.83
O -3.02 -7.90 -2.60
O -4.47 -6.44 -3.97
H -3.87 -7.25 -5.75
H -5.36 -6.28 -5.84
H -5.61 -8.96 -5.75
H -6.64 -8.00 -4.67
C 11.35 2.99 0.37
C 10.91 1.63 -0.14
O 10.44 0.95 1.03
S 9.78 2.01 2.04
O 8.38 2.01 1.86
O 10.39 1.84 3.32
O 10.38 3.35 1.36
H 12.33 2.94 0.84
H 11.37 3.74 -0.43
H 11.72 1.08 -0.61
H 10.08 1.72 -0.84
C -0.26 1.76 -7.78
C -1.58 1.57 -7.05
O -1.23 1.57 -5.65
S 0.05 2.55 -5.44
O -0.42 3.82 -5.01
O 1.06 1.83 -4.74
O 0.48 2.68 -6.99
H 0.30 0.82 -7.83
H -0.41 2.15 -8.79
H -2.07 0.64 -7.33
H -2.25 2.41 -7.22
C 4.76 8.62 4.43
C 3.44 9.34 4.64
O 2.45 8.48 4.08
S 2.92 6.94 4.28
O 2.27 6.42 5.43
O 2.87 6.30 3.01
O 4.46 7.24 4.65
H 5.11 8.73 3.40
H 5.53 8.95 5.12
H 3.43 10.32 4.15
H 3.23 9.47 5.70
C -9.40 -5.36 5.41
C -8.70 -6.55 4.77
O -7.89 -6.00 3.74
S -7.39 -4.53 4.19
O -6.08 -4.64 4.72
O -7.71 -3.60 3.16
O -8.42 -4.32 5.42
H -10.24 -5.03 4.80
H -9.74 -5.57 6.42
H -9.41 -7.28 4.36
H -8.04 -7.05 5.49
C 4.70 -2.75 -4.08
C 4.90 -4.21 -3.77
O 5.47 -4.77 -4.96
S 6.39 -3.65 -5.68
O 7.74 -3.87 -5.31
O 5.98 -3.53 -7.03
O 5.85 -2.37 -4.86
H 3.81 -2.59 -4.68
H 4.64 -2.14 -3.18
H 3.97 -4.72 -3.52
H 5.62 -4.35 -2.96
C -0.04 7.28 9.21
C 0.95 7.34 10.36
O 2.10 8.00 9.82
S 1.62 9.07 8.71
O 1.56 10.35 9.31
O 2.35 8.82 7.51
O 0.12 8.52 8.52
H 0.21 6.47 8.51
H -1.06 7.16 9.55
H 1.21 6.35 10.73
H 0.56 7.95 11.18
*
```

**Energy above the lowest of the compared OMol25 structures with the same formula, charge and spin**: 258.4 kJ/mol
**LUMO energy (alpha / beta)**: -0.25 / -0.25 eV



Record 3
ORCA calculation (ωB97M-V with the def2-TZVPD basis set) on a cluster of 11 separate species, C15H52N8O11 in total.

```
! RIJCOSX wB97M-V def2-TZVPD def2/J DEFGRID3
* xyz 0 1
C -1.65 -0.58 1.18
C -0.37 -1.05 0.45
O 0.39 0.01 -0.10
H -2.44 -0.27 0.50
H -1.47 0.32 1.79
H -1.92 -1.34 1.85
H -0.61 -1.78 -0.31
H 0.28 -1.53 1.10
H -0.02 0.31 -0.86
C 3.68 1.11 -1.65
C 2.98 0.25 -2.66
O 2.80 0.92 -3.83
H 3.05 1.87 -1.25
H 4.51 1.69 -2.08
H 4.16 0.58 -0.81
H 2.05 -0.18 -2.29
H 3.60 -0.61 -2.96
H 1.90 1.22 -4.01
C 3.80 -2.53 -0.85
C 2.98 -2.24 0.39
O 3.76 -2.64 1.49
H 3.22 -2.35 -1.74
H 4.05 -3.64 -0.77
H 4.71 -1.94 -0.89
H 2.09 -2.87 0.36
H 2.81 -1.21 0.44
H 3.25 -2.42 2.31
C -4.64 0.37 -1.14
C -4.29 -0.01 -2.56
O -5.39 -0.66 -3.25
H -5.07 -0.37 -0.50
H -5.40 1.14 -1.22
H -3.77 0.80 -0.64
H -3.35 -0.61 -2.59
H -4.07 0.90 -3.16
H -5.00 -1.48 -3.60
C 2.63 1.09 2.59
O 3.59 1.02 1.60
N 2.83 1.55 3.80
N 1.42 0.55 2.44
H 3.71 2.07 3.95
H 2.02 1.73 4.44
H 1.23 0.20 1.47
H 0.75 0.51 3.26
C -0.89 3.58 2.98
O -1.25 4.94 2.94
N -0.22 2.93 2.04
N -1.21 2.77 3.95
H 0.26 3.59 1.40
H 0.16 2.03 2.04
H -1.84 3.24 4.67
H -1.08 1.75 4.07
C 1.68 -2.67 3.91
O 0.50 -2.86 3.20
N 2.56 -1.78 3.63
N 2.20 -3.51 4.76
H 2.21 -1.07 3.03
H 3.40 -1.51 4.21
H 1.64 -4.21 5.13
H 3.17 -3.49 5.02
C 0.07 -0.63 -4.35
O 0.65 -1.69 -5.04
N 0.11 0.64 -4.78
N -0.57 -0.83 -3.22
H 0.61 0.88 -5.68
H -0.62 1.28 -4.36
H -0.79 -1.75 -2.85
H -1.14 -0.06 -2.86
C -3.09 -3.42 -1.36
O -1.85 -3.40 -2.16
H -3.15 -4.30 -0.73
H -3.97 -3.43 -1.91
H -3.04 -2.55 -0.67
H -1.07 -3.82 -1.66
C -3.46 3.01 1.00
O -2.33 2.58 0.39
H -4.39 3.06 0.37
H -3.39 4.02 1.47
H -3.81 2.26 1.75
H -1.61 2.66 1.02
C -0.24 2.40 -1.89
O -1.33 1.54 -1.91
H -0.28 3.10 -2.74
H 0.67 1.93 -2.22
H -0.12 2.94 -0.93
H -1.96 1.98 -1.38
*
```

**Energy above the lowest of the compared OMol25 structures with the same formula, charge and spin**: 184.0 kJ/mol
**LUMO energy**: -0.60 eV
**SMILES**: NC(N)=O.NC(N)=O.NC(N)=O.NC(N)=O.CCO.CCO.CCO.CCO.CO.CO.CO



Record 4
ORCA calculation (ωB97M-V with the def2-TZVPD basis set) on an isolated molecule of C5H8OS2.

```
! RIJCOSX wB97M-V def2-TZVPD def2/J DEFGRID3
* xyz 0 1
C 0.49 -0.86 -0.20
C -0.41 -0.76 0.96
C -0.47 0.85 1.30
C -0.45 -0.02 -1.05
C -1.59 -1.30 0.36
H 2.31 1.06 -0.43
H 0.66 -1.82 -0.85
H -0.11 -1.27 2.02
H -1.42 1.07 1.73
H 0.41 1.18 1.90
H -0.13 -0.09 -2.04
H -1.55 -2.38 0.24
H -2.66 -1.23 0.83
O -1.60 -0.65 -0.93
S 2.23 -0.42 -0.01
S -0.36 1.75 -0.24
*
```

**Energy above the lowest of the compared OMol25 structures with the same formula, charge and spin**: 235.1 kJ/mol
**LUMO energy**: 0.64 eV
**SMILES**: S[C@H]1[C@@H]2CO[C@H]1SC2



Record 5
ORCA calculation (ωB97M-V with the def2-TZVPD basis set) on a structure of composition C22H55BeN3O7.

```
! RIJCOSX wB97M-V def2-TZVPD def2/J DEFGRID3
* xyz 1 2
Be -0.35 0.65 -0.33
C 2.02 4.02 -2.65
C 1.68 2.58 -3.04
C 2.77 1.92 -3.83
O 1.26 1.83 -1.90
H 2.24 4.44 -3.63
H 2.94 3.94 -2.06
H 1.15 4.60 -2.34
H 0.85 2.48 -3.74
H 3.72 1.79 -3.30
H 3.14 2.45 -4.71
H 2.48 0.95 -4.24
C -4.62 -1.65 0.73
C -3.99 -0.27 1.20
C -3.94 -0.23 2.74
O -2.69 -0.11 0.59
H -5.67 -1.64 1.01
H -4.14 -2.54 1.14
H -4.71 -1.73 -0.35
H -4.59 0.54 0.77
H -3.11 -0.79 3.16
H -4.78 -0.76 3.20
H -3.88 0.81 3.05
C -3.06 3.26 0.20
O -2.10 3.10 -0.83
C -2.62 2.95 -2.16
C -2.85 1.43 -2.52
N -1.67 0.63 -2.59
C -1.99 -0.83 -2.55
C -0.64 -1.52 -2.90
O 0.06 -1.64 -1.65
C 1.26 -2.34 -1.91
H -3.95 2.64 0.09
H -3.40 4.29 0.11
H -2.60 2.99 1.15
H -2.05 3.46 -2.93
H -3.52 3.56 -2.21
H -3.38 1.47 -3.48
H -3.49 0.94 -1.78
H -1.36 0.77 -3.54
H -2.47 -1.09 -3.50
H -2.73 -1.14 -1.81
H -0.12 -1.09 -3.76
H -0.99 -2.42 -3.41
H 1.18 -3.39 -2.20
H 1.81 -2.20 -0.98
H 1.77 -1.85 -2.73
C -2.16 -5.07 1.51
O -1.48 -3.93 2.20
C -0.68 -3.22 1.31
C 0.14 -2.13 2.06
N -0.35 -0.71 2.02
C 0.24 0.04 3.12
C 0.02 1.55 3.00
O 0.35 2.08 1.65
C 0.28 3.47 1.69
H -1.61 -5.68 0.79
H -3.07 -4.72 1.02
H -2.63 -5.59 2.34
H -1.28 -2.71 0.55
H -0.01 -3.80 0.67
H 1.08 -2.24 1.51
H 0.54 -2.45 3.02
H -1.36 -0.67 2.13
H 1.32 -0.06 3.21
H -0.14 -0.30 4.09
H 0.69 2.06 3.70
H -1.01 1.67 3.30
H 1.20 3.74 2.21
H -0.61 3.87 2.17
H 0.37 3.84 0.67
C 4.77 0.59 -0.39
C 4.01 -0.47 0.46
C 4.79 -0.91 1.75
O 4.20 -1.89 2.64
C 4.03 -3.10 2.00
N 2.70 0.16 0.75
H 5.82 0.36 -0.53
H 4.63 1.51 0.18
H 4.23 0.77 -1.32
H 3.87 -1.38 -0.12
H 4.99 0.04 2.25
H 5.77 -1.32 1.53
H 3.93 -3.18 0.92
H 3.23 -3.43 2.66
H 4.88 -3.69 2.33
H 2.51 0.78 -0.03
H 2.88 0.88 1.45
*
```

**LUMO energy (alpha / beta)**: -4.17 / -5.54 eV



Record 6
ORCA calculation (ωB97M-V with the def2-TZVPD basis set) on a cluster of 2 separate species, C27H51F2N3O9PS4 in total.

```
! RIJCOSX wB97M-V def2-TZVPD def2/J DEFGRID3
* xyz 1 1
C -8.39 5.18 0.55
C -7.70 5.11 -0.78
O -7.75 6.02 -1.61
O -7.03 3.93 -0.99
C -5.77 4.08 -1.62
C -5.38 2.77 -2.29
C -4.13 2.95 -3.13
C -3.53 1.62 -3.61
C -3.15 0.70 -2.43
C -1.76 0.02 -2.59
C -0.68 0.81 -1.84
N 0.30 1.48 -2.74
C 1.01 2.61 -2.02
C 0.16 3.87 -2.21
C 0.91 5.20 -2.04
C -0.01 6.31 -1.56
F 0.59 7.52 -1.84
C 1.46 2.17 -0.60
C 2.95 2.57 -0.49
C 3.67 2.22 0.80
F 5.00 2.01 0.49
P 0.56 2.89 0.88
O -1.03 2.85 0.66
O 0.77 1.81 2.04
S 1.16 4.61 1.48
N 1.44 0.70 -0.56
C 0.14 0.04 -0.81
C 0.42 -1.45 -1.12
C 0.03 -2.41 0.03
C 1.27 -3.09 0.58
S 0.82 -4.28 1.86
C 2.32 -4.34 2.83
S 3.73 -4.64 2.07
N 2.29 -4.09 4.20
C 1.07 -4.55 4.88
C 0.96 -3.84 6.24
O 2.21 -3.64 6.81
C 3.00 -2.73 6.05
C 2.63 -2.72 4.58
H -7.67 5.30 1.36
H -9.04 6.04 0.56
H -8.99 4.30 0.74
H -5.01 4.35 -0.88
H -5.77 4.86 -2.37
H -5.28 2.02 -1.51
H -6.23 2.47 -2.89
H -4.43 3.51 -4.02
H -3.38 3.51 -2.58
H -2.70 1.79 -4.29
H -4.31 1.13 -4.18
H -3.22 1.21 -1.47
H -3.88 -0.10 -2.39
H -1.53 0.05 -3.65
H -1.86 -1.00 -2.25
H -1.19 1.61 -1.32
H 1.02 0.80 -2.99
H -0.10 1.82 -3.61
H 1.91 2.78 -2.60
H -0.16 3.86 -3.25
H -0.75 3.88 -1.63
H 1.26 5.52 -3.02
H 1.79 5.14 -1.41
H -0.95 6.27 -2.12
H -0.18 6.26 -0.49
H 3.45 2.01 -1.28
H 3.09 3.63 -0.69
H 3.30 1.34 1.31
H 3.64 3.04 1.52
H -1.34 3.75 0.46
H 0.43 0.93 1.80
H 1.77 0.35 0.33
H -0.45 0.06 0.11
H 0.00 -1.79 -2.05
H 1.50 -1.54 -1.23
H -0.68 -3.15 -0.31
H -0.44 -1.87 0.85
H 1.97 -2.35 0.98
H 1.80 -3.58 -0.23
H 0.15 -4.32 4.34
H 1.13 -5.62 5.05
H 0.44 -2.89 6.09
H 0.32 -4.44 6.88
H 4.03 -3.05 6.17
H 2.92 -1.73 6.48
H 1.80 -2.04 4.37
H 3.51 -2.41 4.02
C 4.28 -7.56 0.29
C 5.58 -8.26 0.63
O 5.56 -9.45 -0.15
S 4.80 -9.18 -1.54
O 5.76 -8.91 -2.55
O 3.80 -10.17 -1.71
O 4.12 -7.79 -1.12
H 3.44 -8.00 0.82
H 4.31 -6.49 0.48
H 5.66 -8.51 1.69
H 6.45 -7.66 0.33
*
```

**LUMO energy**: -3.10 eV



no.,largest force on an atom (Eh/bohr)
1,0.043
2,0.148
3,0.168
4,0.124
5,0.081
6,0.053